Run a
Density functional theory data (ωB97M-V/def2-TZVPD) for C4H5N as an isolated structure.

Properties
Charge: 0

The geometry in XYZ format:
```
10
C4H5N | the OMol25 dataset | ωB97M-V/def2-TZVPD
N -1.31 -0.61 0.70
C -1.02 0.62 0.50
C 0.22 1.00 -0.19
C 0.95 -0.09 -0.48
C 1.26 -1.36 -0.31
H -2.18 -0.70 1.22
H -1.65 1.45 0.84
H 0.47 2.02 -0.43
H 2.13 -0.30 -0.70
H 1.12 -2.04 -1.16
```

Löwdin atomic charge list, values in e, 5 entries: N 0.070; C -0.269; C -0.109; C -0.271; C 0.114

Run b
Density functional theory data (ωB97M-V/def2-TZVPD) for an isolated molecule of C4H5N.

Properties
Charge: 0
SMILES: c1cc[nH]c1

The geometry in XYZ format:
```
10
C4H5N | the OMol25 dataset | ωB97M-V/def2-TZVPD
C 1.19 -0.07 -0.01
C 0.40 1.11 0.00
C -0.91 0.74 0.00
N -0.95 -0.63 -0.01
C 0.33 -1.13 -0.01
H 2.28 -0.12 0.02
H 0.77 2.13 0.00
H -1.81 1.34 -0.03
H -1.80 -1.17 0.04
H 0.51 -2.19 0.01
```

Löwdin atomic charge list, values in e, 5 entries: C -0.120; C -0.119; C -0.150; N -0.007; C -0.143

Which structure is the most stable? The one labeled run b.

Run a
Density functional theory data (ωB97M-V/def2-TZVPD) for an isolated molecule of C6H16N2.

Properties
Charge: 0
SMILES: CC(C)NC[C@H](C)N

The geometry in XYZ format:
```
24
C6H16N2 | the OMol25 dataset | ωB97M-V/def2-TZVPD
C -2.66 -0.13 -0.64
C -1.85 0.76 0.36
C -1.70 2.17 -0.08
N -0.43 0.28 0.75
C 0.47 -0.26 -0.26
C 1.82 -0.49 0.40
C 2.91 -0.72 -0.73
N 1.64 -1.61 1.36
H -2.21 0.17 -1.68
H -3.69 0.00 -0.41
H -2.61 -1.23 -0.37
H -2.36 0.66 1.26
H -2.65 2.61 -0.37
H -0.91 2.11 -0.91
H -1.31 2.77 0.71
H -0.56 -0.42 1.53
H 0.06 -1.17 -0.82
H 0.55 0.49 -1.26
H 2.07 0.30 1.07
H 2.42 -0.92 -1.72
H 3.49 0.25 -0.72
H 3.64 -1.43 -0.39
H 1.39 -2.52 0.99
H 2.47 -1.68 1.94
```

Löwdin atomic charge list, values in e, 5 entries: C -0.071; C -0.450; C -0.091; N -0.053; C -0.271

Run b
Density functional theory data (ωB97M-V/def2-TZVPD) for an isolated molecule of C6H16N2.

Properties
Charge: 0
SMILES: CC[C@@H](C)NCCN

The geometry in XYZ format:
```
24
C6H16N2 | the OMol25 dataset | ωB97M-V/def2-TZVPD
C 2.92 0.73 0.86
C 1.84 -0.37 0.83
C 0.78 -0.09 -0.21
C 1.36 -0.31 -1.62
N -0.41 -0.89 0.01
C -1.71 -0.40 -0.41
C -2.62 0.00 0.76
N -3.68 0.92 0.38
H 3.90 0.33 1.08
H 2.92 1.35 -0.04
H 2.74 1.40 1.69
H 2.33 -1.29 0.50
H 1.41 -0.51 1.82
H 0.41 0.95 -0.22
H 1.32 -1.39 -1.84
H 0.81 0.16 -2.44
H 2.42 -0.06 -1.65
H -0.29 -1.89 -0.07
H -1.58 0.44 -1.11
H -2.15 -1.11 -1.12
H -3.06 -0.90 1.17
H -1.98 0.44 1.51
H -3.47 1.89 0.54
H -4.19 0.63 -0.43
```

Löwdin atomic charge list, values in e, 5 entries: C -0.100; C -0.214; C -0.436; C -0.061; N -0.064

Which structure is the most stable? The one labeled run b.

Run a
Density functional theory data (ωB97M-V/def2-TZVPD) for an isolated ion of composition C4H10N and charge +1.

Properties
Charge: +1
SMILES: CC=[N+](C)C

The geometry in XYZ format:
```
15
C4H10N | the OMol25 dataset | ωB97M-V/def2-TZVPD
C -2.11 -0.17 -0.16
C -1.06 0.72 -0.09
N 0.52 0.15 -0.06
C 1.67 0.99 -0.07
C 0.81 -1.23 0.19
H -2.95 0.03 -0.78
H -1.87 -1.21 -0.41
H -2.76 -0.29 0.74
H -1.24 1.83 0.01
H 2.21 1.07 -1.09
H 2.58 0.62 0.58
H 1.44 1.98 0.21
H 1.44 -1.64 -0.56
H -0.04 -1.84 0.36
H 1.34 -1.01 1.13
```

Löwdin atomic charge list, values in e, 5 entries: C -0.082; C 0.167; N -0.145; C -0.082; C -0.045

Run b
Density functional theory data (ωB97M-V/def2-TZVPD) for a 2-piece molecular cluster, C4H10N overall.

Properties
Charge: +1

The geometry in XYZ format:
```
15
C4H10N | the OMol25 dataset | ωB97M-V/def2-TZVPD
C 3.02 -0.48 -0.26
C 2.72 0.55 0.54
H 3.78 -0.43 -1.03
H 2.49 -1.43 -0.17
H 3.35 1.40 0.70
H 1.99 0.21 1.27
C -2.17 -0.37 0.90
C -1.34 0.49 -1.26
N -2.29 0.02 -0.55
H -3.18 -0.61 1.22
H -1.57 -1.28 0.99
H -1.65 0.41 1.46
H -0.38 -0.03 -1.20
H -1.51 1.36 -1.89
H -3.27 0.20 -0.70
```

Löwdin atomic charge list, values in e, 5 entries: C -0.082; C -0.082; H 0.050; H 0.042; H 0.051

Run c
Density functional theory data (ωB97M-V/def2-TZVPD) for a 2-piece molecular cluster, C4H10N overall.

Properties
Charge: +1

The geometry in XYZ format:
```
15
C4H10N | the OMol25 dataset | ωB97M-V/def2-TZVPD
C 0.23 2.32 -0.92
N 0.96 1.45 -0.27
H 0.56 3.15 -1.63
H -0.92 2.50 -0.61
H 0.61 0.47 -0.49
H 2.00 1.53 -0.24
C -0.39 -1.86 -0.48
C 0.17 -1.15 0.75
C -0.67 -0.41 1.46
H 0.21 -2.88 -0.54
H -1.42 -2.16 -0.54
H -0.17 -1.36 -1.44
H 1.06 -1.36 1.30
H -0.52 0.02 2.46
H -1.70 -0.27 1.17
```

Löwdin atomic charge list, values in e, 5 entries: C 0.157; N 0.144; H 0.142; H 0.175; H 0.116

Run d
Density functional theory data (ωB97M-V/def2-TZVPD) for a 2-piece molecular cluster, C4H10N overall.

Properties
Charge: +1

The geometry in XYZ format:
```
15
C4H10N | the OMol25 dataset | ωB97M-V/def2-TZVPD
C -2.43 0.39 -0.63
N -1.85 0.26 0.50
H -3.51 0.37 -0.59
H -1.95 0.55 -1.62
H -0.90 0.67 0.64
H -2.04 -0.41 1.25
C 1.88 -1.32 -0.43
C 1.32 -0.27 0.48
C 1.24 1.03 0.12
H 2.09 -2.28 0.04
H 2.80 -0.94 -0.89
H 1.15 -1.49 -1.28
H 1.11 -0.48 1.53
H 1.29 1.82 0.86
H 0.85 1.42 -0.82
```

Löwdin atomic charge list, values in e, 5 entries: C 0.176; N 0.190; H 0.122; H 0.139; H 0.097

Which structure is the most stable? The one labeled run b.

Run a
Density functional theory data (ωB97M-V/def2-TZVPD) for a 2-piece molecular cluster, C4H10N overall.

Properties
Charge: +1

The geometry in XYZ format:
```
15
C4H10N | the OMol25 dataset | ωB97M-V/def2-TZVPD
C -1.03 0.05 1.59
C -0.04 -0.63 1.01
C -0.18 -1.06 -0.39
C 0.83 -1.32 -1.23
H -2.02 0.17 1.16
H -0.92 0.41 2.61
H 0.88 -0.87 1.53
H -1.20 -1.08 -0.75
H 0.73 -1.64 -2.26
H 1.85 -1.32 -0.86
N 0.30 2.00 -0.66
H 1.21 2.45 -0.63
H -0.40 2.69 -0.92
H 0.35 1.21 -1.31
H 0.02 1.59 0.25
```

Löwdin atomic charge list, values in e, 5 entries: C 0.005; C -0.191; C -0.216; C 0.019; H 0.079

Run b
Density functional theory data (ωB97M-V/def2-TZVPD) for an isolated ion of composition C4H10N and charge +1.

Properties
Charge: +1
SMILES: C=C([NH3+])CC

The geometry in XYZ format:
```
15
C4H10N | the OMol25 dataset | ωB97M-V/def2-TZVPD
C -0.83 -1.75 0.41
C -0.31 -0.50 0.48
N 0.74 -0.22 1.58
C -0.52 0.70 -0.34
C 0.32 1.05 -1.71
H -1.67 -2.01 -0.19
H -0.25 -2.45 0.95
H 0.65 0.67 2.02
H 0.82 -0.95 2.34
H 1.70 -0.34 1.13
H -1.45 0.66 -0.82
H -0.61 1.66 0.26
H 0.18 2.08 -2.00
H -0.16 0.52 -2.54
H 1.39 0.87 -1.58
```

Löwdin atomic charge list, values in e, 5 entries: C 0.146; C -0.267; N 0.219; C -0.186; C -0.039

Run c
Density functional theory data (ωB97M-V/def2-TZVPD) for a 2-piece molecular cluster, C4H10N overall.

Properties
Charge: +1

The geometry in XYZ format:
```
15
C4H10N | the OMol25 dataset | ωB97M-V/def2-TZVPD
C -0.31 -1.22 0.40
C -1.11 0.04 0.63
C -0.36 -0.20 -0.64
C 2.57 1.45 1.28
N -1.20 -0.50 -1.86
H 0.62 -1.35 0.79
H -0.85 -2.13 0.37
H -2.17 0.08 0.64
H -0.59 0.71 1.32
H 3.32 0.91 1.73
H 2.42 1.68 0.26
H 1.81 1.90 1.96
H -1.90 0.34 -2.12
H -1.67 -1.43 -2.06
H -0.57 -0.29 -2.70
```

Löwdin atomic charge list, values in e, 5 entries: C -0.079; C -0.047; C -0.100; C 0.100; N 0.160

Run d
Density functional theory data (ωB97M-V/def2-TZVPD) for an isolated ion of composition C4H10N and charge +1.

Properties
Charge: +1

The geometry in XYZ format:
```
15
C4H10N | the OMol25 dataset | ωB97M-V/def2-TZVPD
C 0.89 -0.28 -1.66
C 0.96 -0.53 -0.25
H 1.39 -0.99 -2.30
H 0.47 0.59 -2.12
H 2.02 -0.47 0.10
H 0.86 -1.53 0.13
C 0.00 0.42 0.40
C -1.11 0.65 -0.54
N -0.53 -0.17 1.75
H 0.47 1.34 0.68
H -1.16 1.60 -1.03
H -1.98 0.00 -0.58
H 0.13 -0.81 2.19
H -0.77 0.58 2.39
H -1.40 -0.65 1.56
```

Löwdin atomic charge list, values in e, 5 entries: C 0.145; C -0.272; H 0.089; H 0.060; H 0.142

Which structure is the most stable? The one labeled run a.

Run a
Density functional theory data (ωB97M-V/def2-TZVPD) for a 6-piece molecular cluster, C18H36O6 overall.

Properties
Charge: 0
SMILES: CC(C)=O.CC(C)=O.CC(C)=O.CC(C)=O.CC(C)=O.CC(C)=O

The geometry in XYZ format:
```
60
C18H36O6 | the OMol25 dataset | ωB97M-V/def2-TZVPD
C 0.21 5.73 0.36
C 1.34 6.47 1.05
C 2.66 6.64 0.32
O 1.19 6.89 2.17
H 0.36 5.61 -0.71
H -0.71 6.29 0.56
H 0.08 4.78 0.87
H 2.78 7.69 0.04
H 2.71 6.04 -0.59
H 3.50 6.41 0.97
C 3.25 -3.17 1.28
C 2.73 -4.24 2.22
C 1.41 -4.86 1.89
O 3.33 -4.54 3.22
H 2.48 -2.42 1.11
H 3.55 -3.56 0.31
H 4.16 -2.75 1.70
H 0.63 -4.12 1.71
H 1.09 -5.49 2.73
H 1.50 -5.50 1.01
C 0.64 -0.03 3.76
C 1.88 0.73 3.38
C 2.86 0.99 4.50
O 2.09 1.08 2.24
H 0.83 -1.10 3.85
H -0.16 0.14 3.03
H 0.27 0.30 4.74
H 3.83 1.28 4.09
H 3.00 0.09 5.10
H 2.48 1.79 5.14
C -5.18 -0.21 -1.45
C -5.28 -1.60 -2.04
C -4.11 -2.09 -2.86
O -6.28 -2.26 -1.90
H -4.16 0.17 -1.42
H -5.57 -0.21 -0.43
H -5.80 0.47 -2.03
H -3.17 -2.05 -2.31
H -4.04 -1.45 -3.74
H -4.27 -3.12 -3.15
C -0.27 -2.90 -2.54
C -0.71 -2.58 -3.95
C -0.69 -1.12 -4.37
O -1.16 -3.43 -4.67
H -0.51 -3.94 -2.33
H -0.86 -2.28 -1.87
H 0.79 -2.69 -2.40
H -0.90 -1.07 -5.44
H 0.29 -0.67 -4.21
H -1.49 -0.61 -3.83
C -0.80 1.81 -0.55
C -0.78 0.31 -0.54
C 0.58 -0.34 -0.45
O -1.79 -0.32 -0.73
H -1.18 2.12 0.44
H -1.47 2.19 -1.31
H 0.19 2.24 -0.63
H 1.25 0.21 0.20
H 0.95 -0.37 -1.47
H 0.44 -1.36 -0.08
```

Löwdin atomic charge list, values in e, 5 entries: C -0.022; C -0.498; C -0.022; O 0.065; H 0.071

Run b
Density functional theory data (ωB97M-V/def2-TZVPD) for a 6-piece molecular cluster, C18H36O6 overall.

Properties
Charge: 0
SMILES: CC(C)=O.CC(C)=O.CC(C)=O.CC(C)=O.CC(C)=O.CC(C)=O

The geometry in XYZ format:
```
60
C18H36O6 | the OMol25 dataset | ωB97M-V/def2-TZVPD
C 16.23 -6.57 -3.84
C 15.62 -6.45 -2.43
C 14.43 -7.38 -2.22
O 15.93 -5.55 -1.69
H 17.32 -6.54 -3.85
H 15.83 -5.68 -4.32
H 15.92 -7.54 -4.24
H 14.61 -8.06 -1.39
H 14.10 -7.86 -3.14
H 13.78 -6.59 -1.83
C 11.03 -12.18 1.87
C 11.71 -10.79 1.66
C 13.07 -10.60 1.02
O 11.05 -9.80 1.88
H 11.55 -12.56 2.75
H 11.14 -12.82 0.99
H 9.97 -12.07 2.08
H 13.12 -9.55 0.71
H 13.02 -11.18 0.10
H 13.90 -10.89 1.67
C 12.69 -7.68 2.63
C 13.33 -7.56 1.20
C 13.19 -6.25 0.47
O 14.12 -8.48 0.82
H 11.63 -7.46 2.56
H 13.27 -7.07 3.33
H 12.71 -8.69 3.06
H 13.99 -6.22 -0.27
H 13.33 -5.32 1.03
H 12.24 -6.21 -0.06
C 13.51 -5.16 4.67
C 14.18 -4.92 6.00
C 14.92 -3.61 6.27
O 14.19 -5.85 6.75
H 12.84 -4.32 4.48
H 12.95 -6.09 4.56
H 14.32 -5.23 3.95
H 15.84 -3.55 5.69
H 15.14 -3.41 7.32
H 14.25 -2.83 5.93
C 14.08 -11.52 4.28
C 13.11 -10.40 4.47
C 11.72 -10.76 4.91
O 13.48 -9.26 4.22
H 13.60 -12.50 4.33
H 14.90 -11.51 5.00
H 14.41 -11.44 3.25
H 11.67 -10.55 5.98
H 11.65 -11.82 4.68
H 11.07 -10.12 4.32
C 10.78 -5.09 1.34
C 9.55 -4.77 2.20
C 9.18 -3.28 2.14
O 8.94 -5.63 2.89
H 10.46 -5.32 0.33
H 11.20 -6.04 1.67
H 11.63 -4.41 1.34
H 9.51 -2.92 1.17
H 9.82 -2.89 2.93
H 8.16 -2.97 2.41
```

Löwdin atomic charge list, values in e, 5 entries: C -0.020; C -0.478; C -0.020; O 0.063; H 0.079

Which structure is the most stable? The one labeled run a.

Run a
Density functional theory data (ωB97M-V/def2-TZVPD) for an isolated ion of composition C4H10N3S and charge +1.

Properties
Charge: +1

The geometry in XYZ format:
```
18
C4H10N3S | the OMol25 dataset | ωB97M-V/def2-TZVPD
C -0.71 -1.81 -0.10
C -1.43 -0.49 -0.20
C 0.77 0.37 0.25
C -1.05 1.90 -0.22
N 0.45 -1.98 0.19
N 2.86 -0.74 0.52
N -0.50 0.59 -0.52
S 2.27 0.38 -0.52
H -1.28 -2.74 -0.30
H -2.22 -0.57 -0.92
H -1.95 -0.51 0.88
H 0.69 0.61 1.34
H -0.31 2.69 0.00
H -1.66 2.14 -1.21
H -1.74 1.87 0.66
H 3.78 -0.73 0.98
H 2.15 -1.46 0.56
H -0.12 0.49 -1.40
```

Löwdin atomic charge list, values in e, 5 entries: C -0.263; C -0.113; C -0.437; C -0.005; N 0.179

Run b
Density functional theory data (ωB97M-V/def2-TZVPD) for an isolated ion of composition C4H10N3S and charge +1.

Properties
Charge: +1
SMILES: C[N@@H+]1CC=N[C@H]1SN

The geometry in XYZ format:
```
18
C4H10N3S | the OMol25 dataset | ωB97M-V/def2-TZVPD
C 0.98 1.15 -1.13
N 0.23 0.29 -0.24
C 1.15 -0.64 0.51
C 0.39 -1.98 0.43
N -0.61 -1.87 -0.29
C -0.81 -0.65 -0.81
S -2.43 0.43 -0.34
N -1.85 0.93 1.18
H 1.53 0.44 -1.70
H 0.49 1.87 -1.70
H 1.70 1.56 -0.37
H -0.21 0.85 0.51
H 1.39 -0.40 1.56
H 2.14 -0.64 0.13
H 0.87 -2.81 0.84
H -0.66 -0.70 -1.91
H -1.97 1.88 1.50
H -2.31 0.27 1.82
```

Löwdin atomic charge list, values in e, 5 entries: C 0.017; N -0.199; C -0.055; C -0.038; N 0.082

Which structure is the most stable? The one labeled run b.